Below is the molecule C2H4BrN at a distorted geometry, with properties calculated with ωB97M-V/def2-TZVPD.

As for the spin multiplicity: 1. The calculation puts the energy above the lowest of the compared OMol25 structures with the same formula, charge and spin at 149.7 kJ/mol. For the HOMO energy, the calculation gives -9.7 eV. The value obtained for the HOMO-LUMO gap is 9.813 eV. The structure (SMILES) is C/C=N/Br.

Geometry (Å):
C (-1.01, 0.18, -0.14)
C (0.37, -0.19, 0.21)
N (1.30, 0.17, -0.52)
Br (3.19, -0.14, -0.11)
H (-1.14, 0.13, -1.13)
H (-1.31, 1.23, 0.09)
H (-1.74, -0.37, 0.51)
H (0.35, -0.99, 1.09)


Below is the molecule C6H11N at a distorted geometry, with properties calculated with ωB97M-V/def2-TZVPD.

As for the spin multiplicity: 1. The calculation puts the energy above the lowest of the compared OMol25 structures with the same formula, charge and spin at 140.8 kJ/mol. For the HOMO energy, the calculation gives -9.0 eV. The value obtained for the HOMO-LUMO gap is 9.990 eV. The structure (SMILES) is C=NC(=C)CCC.

Geometry (Å):
C (-0.30, 1.27, 2.70)
N (-0.57, 1.42, 1.48)
C (0.31, 1.03, 0.45)
C (1.56, 1.46, 0.41)
C (-0.37, 0.29, -0.66)
C (0.08, -1.16, -0.80)
C (-0.85, -1.92, -1.73)
H (-0.96, 1.65, 3.47)
H (0.61, 0.78, 3.05)
H (2.00, 2.03, 1.23)
H (2.13, 1.48, -0.51)
H (-0.20, 0.73, -1.65)
H (-1.45, 0.28, -0.52)
H (0.09, -1.67, 0.17)
H (1.13, -1.19, -1.08)
H (-0.73, -1.67, -2.79)
H (-0.59, -2.98, -1.77)
H (-1.90, -1.84, -1.45)


- The highest HOMO-LUMO gap belongs to which entry?
  C6H11N